# 1
# C5H7I2NO

A 3-piece molecular cluster, C5H7I2NO overall at a distorted geometry (the ωB97M-V functional and the def2-TZVPD basis, the OMol25 dataset).

As for the maximum force: 3.505 eV/A. The highest occupied orbital energy comes out at -0.325 Eh. The LUMO energy comes out at -0.12 eV. The calculation puts the energy above the lowest of the compared OMol25 structures with the same formula, charge and spin at 0.000 eV. For the HOMO-LUMO gap, the calculation gives 8.74 eV.

Structure (ORCA input):
```
! wB97M-V def2-TZVPD RIJCOSX def2/J DEFGRID3
* xyz 0 1
C -1.3442 -3.2349 -0.0766
C -0.0146 -0.6524 -0.0432
C -1.3748 0.0136 -0.1216
C -1.0198 -0.9776 -1.0697
C -1.3637 1.5063 -0.4733
N -1.2684 -1.5824 -2.1133
O -2.1036 -3.9826 -0.3575
I -4.4312 0.8198 -2.4949
I -0.1973 -3.0663 -2.9639
H 0.8996 -0.1782 -0.3519
H 0.2336 -1.4604 0.5802
H -2.1646 -0.2461 0.6391
H -2.3065 1.8596 -0.6823
H -0.6669 1.7067 -1.3693
H -0.9128 2.0679 0.3182
H -2.8712 0.1376 -2.6397
*
```


# 2
# C36H72O21

A 9-piece molecular cluster, C36H72O21 overall at a distorted geometry (the ωB97M-V functional and the def2-TZVPD basis, the OMol25 dataset).

As for the maximum force: 4.642 eV/A. The expectation value of S² is 0.755. The highest occupied orbital energy (alpha / beta) comes out at -0.430 / -0.430 Eh. The LUMO energy (alpha / beta) comes out at -2.33 / -7.95 eV. The calculation puts the energy above the lowest of the compared OMol25 structures with the same formula, charge and spin at 3.362 eV. For the HOMO-LUMO gap (alpha / beta), the calculation gives 9.37 / 3.74 eV.

Structure (ORCA input):
```
! wB97M-V def2-TZVPD RIJCOSX def2/J DEFGRID3
* xyz 1 2
C -4.7566 2.6686 0.8077
C -3.4082 3.1740 0.4640
O -3.5585 4.2120 -0.4451
C -2.4708 4.7688 -0.9981
O -1.2853 4.4798 -0.7107
O -2.9790 5.7516 -1.8130
C -2.1238 6.7767 -2.3430
H -5.2951 3.3589 1.4570
H -4.6317 1.7226 1.3346
H -5.5002 2.5284 0.0232
H -2.6906 2.4237 0.1319
H -2.9439 3.7316 1.2775
H -2.5251 7.7057 -1.9378
H -2.3212 6.8157 -3.4143
H -1.0572 6.6482 -2.1587
C 3.9298 4.0799 -0.8571
C 3.6159 5.4601 -1.4166
O 4.5587 6.3440 -0.8947
C 5.5757 6.8228 -1.7531
O 5.5195 6.7876 -3.0069
O 6.3848 7.6135 -1.0998
C 7.3740 8.3971 -1.8440
H 4.9890 3.8229 -0.8520
H 3.2522 3.2915 -1.1848
H 3.7249 4.1303 0.2123
H 2.6905 5.8741 -1.0163
H 3.4852 5.4779 -2.4986
H 8.0525 7.8364 -2.4869
H 8.1191 8.7797 -1.1464
H 6.8708 9.1996 -2.3832
C -9.7844 -1.0452 -3.5260
C -8.3395 -0.6293 -3.7851
O -7.2558 -1.4853 -3.3492
C -6.5977 -1.1729 -2.1607
O -6.6927 -0.1160 -1.5261
O -5.6740 -2.1076 -1.8733
C -5.0048 -2.0925 -0.6228
H -9.9765 -1.9722 -4.0662
H -10.5211 -0.4169 -4.0267
H -10.1475 -1.1430 -2.5029
H -8.1271 0.3102 -3.2748
H -8.2649 -0.5351 -4.8684
H -4.6962 -3.0792 -0.2773
H -5.5790 -1.5698 0.1421
H -4.0506 -1.5850 -0.7650
C 4.9056 -2.4173 7.6338
C 3.7424 -2.1444 6.7015
O 3.1731 -0.8730 6.9937
C 2.4299 -0.2309 6.0218
O 2.4206 -0.3799 4.8176
O 1.6648 0.6157 6.7062
C 0.6591 1.1620 5.9526
H 5.6827 -3.0499 7.2050
H 4.6599 -2.9577 8.5480
H 5.6541 -1.6393 7.7840
H 2.9624 -2.8942 6.8333
H 4.0405 -2.0675 5.6559
H 0.0023 0.4935 5.3960
H 0.8892 2.0422 5.3522
H -0.0841 1.3505 6.7273
C -5.0944 -6.2248 -2.0423
C -4.7683 -6.5682 -0.5699
O -4.1790 -5.4842 0.1367
C -2.8889 -5.5113 0.3829
O -2.0057 -6.2695 -0.0062
O -2.7094 -4.2779 0.9167
C -1.4474 -3.6573 1.1989
H -4.1751 -5.7480 -2.3822
H -5.8599 -5.4597 -2.1718
H -5.3681 -7.0856 -2.6524
H -4.1080 -7.4353 -0.5800
H -5.6439 -6.7462 0.0544
H -1.6382 -2.7859 1.8254
H -0.9378 -3.3067 0.3014
H -0.8025 -4.2338 1.8622
C 3.6546 -3.1764 2.0011
C 3.6409 -3.5598 0.4817
O 2.6239 -2.8066 -0.2134
C 2.3898 -3.2027 -1.4722
O 2.9055 -4.1976 -2.0086
O 1.5711 -2.2048 -2.0223
C 1.1539 -2.3607 -3.2990
H 4.0867 -3.9433 2.6439
H 2.7328 -2.9775 2.5478
H 4.0325 -2.1587 2.0993
H 3.5413 -4.6415 0.3920
H 4.5699 -3.2148 0.0277
H 0.7042 -3.3405 -3.4598
H 1.9510 -2.1698 -4.0176
H 0.2226 -1.8448 -3.5326
C -3.5547 -2.4908 -4.6988
C -2.9449 -1.1230 -4.8692
C -2.2571 -0.8895 -3.5447
O -2.2492 -2.1828 -2.9036
C -2.5720 -3.2080 -3.7494
H -3.6032 -3.0680 -5.6222
H -4.5729 -2.4147 -4.3170
H -3.7745 -0.4972 -5.1982
H -2.2311 -1.2126 -5.6881
H -2.6889 -0.1272 -2.8963
H -1.2577 -0.5416 -3.8061
H -3.0689 -4.0281 -3.2310
H -1.6477 -3.5863 -4.1861
C 0.9765 1.3457 0.4738
C 0.1146 0.7717 -0.7331
C -0.3647 -0.5279 -0.2811
O 0.3245 -0.8582 0.9520
C 1.3524 0.0919 1.2896
H 0.3883 1.9826 1.1345
H 1.8875 1.8817 0.2075
H 0.7692 0.7664 -1.6047
H -0.7618 1.3584 -1.0081
H -0.3871 -1.3222 -1.0272
H -1.4295 -0.4929 -0.0507
H 2.2994 -0.3694 1.0093
H 1.1744 0.2674 2.3506
C 5.8995 1.0163 3.6671
C 6.9118 0.7488 2.5237
C 6.7724 1.9469 1.6020
O 5.5069 2.5752 1.9932
C 4.8121 1.7117 2.9099
H 6.3882 1.7019 4.3594
H 5.6069 0.0979 4.1760
H 6.6121 -0.1245 1.9444
H 7.9375 0.6348 2.8744
H 6.7930 1.6621 0.5501
H 7.6097 2.6004 1.8467
H 4.1855 1.0507 2.3112
H 4.2026 2.3923 3.5044
*
```


# 3
# C9H20N4O

An isolated ion of composition C9H20N4O and charge +2 at a distorted geometry (the ωB97M-V functional and the def2-TZVPD basis, the OMol25 dataset).

As for the maximum force: 4.015 eV/A. The highest occupied orbital energy comes out at -0.633 Eh. The LUMO energy comes out at -7.85 eV. The calculation puts the energy above the lowest of the compared OMol25 structures with the same formula, charge and spin at 2.926 eV. For the HOMO-LUMO gap, the calculation gives 9.37 eV.

Structure (ORCA input):
```
! wB97M-V def2-TZVPD RIJCOSX def2/J DEFGRID3
* xyz 2 1
C 0.2352 1.3458 -0.8615
C 0.3954 0.5288 1.4488
C 0.3230 -0.2301 3.8654
C -0.6902 -3.2359 0.9423
C 0.0870 3.5290 -3.7572
C 0.3419 -0.5604 -2.5432
C 0.0613 0.8704 2.8808
C -0.1400 -2.4705 -0.3142
C -0.5484 -0.9514 -0.2517
N -0.0153 2.2222 -1.8312
N 0.1461 1.5520 0.5119
N 0.6742 2.8372 -2.6613
N 0.3804 -0.0476 -1.1013
O -0.6691 -0.5426 1.1428
H 1.3543 0.1668 1.3361
H 1.2820 -0.5413 3.8537
H -0.3861 -1.0433 3.7321
H 0.0107 -0.0205 4.8430
H -0.2690 -4.2103 0.7203
H -1.7033 -3.0706 1.0196
H -0.2638 -3.0361 1.8660
H 0.2971 2.7891 -4.6032
H 0.7696 4.3380 -4.0103
H -1.0404 3.6499 -3.6455
H 0.8665 0.2682 -3.0781
H 1.0288 -1.3625 -2.6923
H -0.6521 -0.6344 -2.9808
H 0.3937 1.8827 3.2316
H -1.0117 1.1383 2.6730
H -0.5559 -2.8666 -1.2355
H 0.9539 -2.6668 -0.4357
H -1.5838 -0.7929 -0.6622
H 0.3645 2.4709 0.8402
H -0.4363 -1.3054 1.7577
*
```


Number 2 is which compound? C36H72O21